Record 1
Here is C22H44N3O2P3Tl as an isolated structure in a non-equilibrium geometry from the Open Molecules 2025 dataset. Energies are from the ωB97M-V functional and the def2-TZVPD basis.

Geometry (Å):
Tl: 0.205 0.366 0.223
P: -2.824 0.110 2.163
P: 1.844 0.026 2.159
P: -0.903 -2.413 0.017
H: -0.955 1.249 -3.464
C: -1.612 0.380 -3.363
C: -2.953 0.555 -3.343
H: -3.386 1.554 -3.429
C: -3.623 1.672 2.725
C: -2.584 -0.670 3.812
C: -4.343 -0.790 1.640
C: 3.233 0.144 0.972
C: 1.928 1.541 3.151
C: 2.087 -1.441 3.183
C: -2.113 -2.964 -1.252
C: -1.173 -3.633 1.360
C: 0.634 -3.076 -0.736
H: -1.143 -0.611 -3.341
H: -3.643 -0.285 -3.275
H: -3.851 2.310 1.859
H: -2.928 2.192 3.390
H: -4.552 1.447 3.270
H: -1.822 -0.098 4.357
H: -2.235 -1.703 3.679
H: -3.527 -0.658 4.375
H: -4.760 -0.302 0.747
H: -5.081 -0.763 2.453
H: -4.094 -1.830 1.392
H: 4.136 0.295 1.574
H: 3.072 1.003 0.300
H: 3.304 -0.761 0.348
H: 2.921 1.541 3.628
H: 1.123 1.521 3.902
H: 1.794 2.424 2.502
H: 2.992 -1.245 3.778
H: 2.218 -2.335 2.549
H: 1.210 -1.588 3.838
H: -1.827 -3.947 -1.650
H: -2.143 -2.231 -2.069
H: -3.107 -3.032 -0.797
H: -1.062 -4.654 0.964
H: -2.183 -3.508 1.775
H: -0.435 -3.469 2.157
H: 0.476 -4.134 -0.995
H: 1.491 -2.999 -0.051
H: 0.863 -2.510 -1.650
C: 4.368 -2.758 -2.279
C: 5.623 -2.600 -2.919
C: 5.681 -2.845 -4.292
C: 4.539 -3.258 -4.996
C: 3.344 -3.530 -4.311
C: 3.304 -3.370 -2.934
O: 4.046 -2.238 -1.042
H: 4.817 -1.770 -0.662
H: 6.501 -2.294 -2.363
H: 6.615 -2.706 -4.839
H: 4.574 -3.377 -6.094
H: 2.446 -3.859 -4.849
H: 2.423 -3.655 -2.360
C: 1.113 5.727 0.061
N: -0.201 5.092 0.009
C: -1.304 5.877 -0.011
C: -2.534 5.292 -0.069
C: -2.584 3.889 -0.109
N: -1.503 3.132 -0.056
C: -0.286 3.701 0.062
O: 0.779 3.030 0.156
N: -3.799 3.227 -0.129
H: 1.232 6.422 -0.774
H: 1.890 4.966 -0.003
H: 1.224 6.293 0.995
H: -1.112 6.947 -0.009
H: -3.434 5.866 -0.077
H: -4.622 3.795 -0.331
H: -3.811 2.322 -0.600

## Properties
HOMO (alpha / beta) in eV: -14.70 / -14.74
Kohn-Sham gap (alpha / beta) in eV: 2.28 / 2.16
Total charge: +3

Mulliken atomic charge list, values in e, 5 entries: Tl 0.903; P 0.651; P 0.847; P 0.734; H 0.298



Record 2
Here is F12N6NaO24S12 as an isolated structure in a non-equilibrium geometry from the Open Molecules 2025 dataset. Energies are from the ωB97M-V functional and the def2-TZVPD basis.

Geometry (Å):
Na: 0.186 1.162 0.230
N: -0.361 4.526 -1.897
S: 0.545 5.795 -1.537
O: -0.103 6.758 -0.630
O: 1.558 6.389 -2.458
F: 1.515 5.055 -0.454
S: -0.430 4.853 -3.540
O: 0.549 4.208 -4.445
O: -1.060 6.083 -3.992
F: -1.701 3.835 -3.718
N: -2.384 1.733 3.430
S: -2.761 0.185 4.118
O: -4.021 0.099 4.806
O: -1.622 -0.530 4.612
F: -3.043 -0.523 2.677
S: -2.426 2.440 4.790
O: -1.435 2.077 5.804
O: -3.708 2.944 5.160
F: -1.983 3.913 4.367
N: -6.710 -0.470 -3.770
S: -8.146 -1.336 -3.865
O: -9.290 -0.871 -3.028
O: -8.172 -2.787 -4.070
F: -8.632 -0.802 -5.345
S: -6.318 -0.870 -2.419
O: -6.248 -2.311 -2.097
O: -6.664 0.107 -1.348
F: -4.790 -0.473 -2.447
N: 0.026 -4.573 -4.532
S: -0.093 -2.905 -4.795
O: 0.583 -2.016 -3.802
O: -1.259 -2.344 -5.414
F: 0.870 -3.116 -6.100
S: -1.229 -4.692 -3.687
O: -2.453 -5.113 -4.415
O: -1.330 -3.805 -2.541
F: -0.919 -6.202 -3.019
N: 6.365 2.969 4.528
S: 7.354 1.639 4.596
O: 6.953 0.289 4.959
O: 8.705 2.033 4.951
F: 7.409 1.554 2.959
S: 5.070 2.320 4.801
O: 4.816 1.792 6.151
O: 4.380 1.604 3.694
F: 4.227 3.712 4.809
N: 3.946 -4.690 0.312
S: 3.207 -3.879 1.406
O: 2.605 -2.606 1.043
O: 3.700 -4.133 2.770
F: 1.833 -4.784 1.475
S: 5.342 -3.696 0.407
O: 6.352 -4.146 1.390
O: 5.183 -2.261 0.095
F: 6.011 -4.144 -0.975

## Properties
HOMO in eV: -0.74
Kohn-Sham gap in eV: 7.87
Total charge: -5

Mulliken atomic charge list, values in e, 5 entries: Na 0.987; N -0.214; S 1.094; O -0.629; O -0.565



Record 3
Here is a 2-piece molecular cluster, C15H18 overall in a non-equilibrium geometry from the Open Molecules 2025 dataset. Energies are from the ωB97M-V functional and the def2-TZVPD basis.

Geometry (Å):
C: -3.648 3.017 2.461
C: -0.150 1.630 0.568
C: -1.105 2.272 -0.176
C: -0.305 1.420 1.975
C: -2.211 2.778 0.480
C: -1.410 1.844 2.607
C: -2.439 2.524 1.880
H: 0.785 1.376 0.164
H: -0.832 2.358 -1.242
H: 0.646 0.964 2.521
H: -2.942 3.485 -0.049
H: -1.456 1.828 3.632
H: -3.861 2.412 3.268
H: -4.400 3.433 1.723
H: -3.586 4.037 2.824
C: 2.418 -1.686 0.297
C: 3.525 -0.920 -0.434
C: 1.339 -2.000 -0.749
C: 0.806 -3.300 -0.901
C: 0.947 -1.074 -1.661
C: 0.014 -3.702 -1.929
C: 0.209 -1.419 -2.850
C: -0.196 -2.727 -3.000
H: 2.858 -2.663 0.647
H: 2.050 -1.317 1.223
H: 3.813 -1.451 -1.340
H: 1.020 -4.062 -0.065
H: 1.198 0.125 -1.628
H: -0.383 -4.717 -2.003
H: 0.124 -0.575 -3.650
H: -0.715 -3.072 -3.948
H: 4.503 -0.935 0.069
H: 3.383 0.117 -0.718

## Properties
HOMO (alpha / beta) in eV: -11.47 / -11.44
Kohn-Sham gap (alpha / beta) in eV: 7.30 / 3.47
Expectation value of S²: 0.767
Total charge: +1
Spin multiplicity: 2

Mulliken atomic charge list, values in e, 5 entries: C -1.360; C -0.192; C -0.563; C -0.447; C -0.194



Record 4
Here is C9H13N2OS as an isolated structure in a non-equilibrium geometry from the Open Molecules 2025 dataset. Energies are from the ωB97M-V functional and the def2-TZVPD basis.

Geometry (Å):
C: 3.702 1.185 0.028
C: 2.367 1.292 -0.453
C: 4.050 -0.019 0.598
C: 1.702 0.142 -0.166
C: -1.948 -0.530 1.249
C: -0.649 -1.772 -0.219
C: -1.926 1.634 -0.164
C: -1.064 0.577 0.616
C: -0.275 -0.242 -0.472
N: -0.854 0.157 -1.689
N: -2.077 -1.666 0.199
O: -1.952 1.060 -1.490
S: 2.720 -1.097 0.557
H: 4.511 1.959 -0.142
H: 2.045 2.201 -0.943
H: 5.008 -0.467 1.077
H: -1.623 -1.130 2.079
H: -3.017 -0.275 1.367
H: -0.523 -2.460 -1.072
H: -0.078 -2.160 0.612
H: -2.969 1.614 0.116
H: -1.456 2.571 -0.335
H: -0.446 1.017 1.230
H: -0.237 0.555 -2.423
H: -2.347 -2.589 0.438
H: -2.663 -1.556 -0.601

## Properties
HOMO in eV: -12.00
Kohn-Sham gap in eV: 8.85
Total charge: +1

Mulliken atomic charge list, values in e, 5 entries: C -0.446; C -0.578; C -0.282; C 0.281; C -0.782



Record 5
Here is C10H21CdF3IInNO as an isolated structure in a non-equilibrium geometry from the Open Molecules 2025 dataset. Energies are from the ωB97M-V functional and the def2-TZVPD basis.

Geometry (Å):
C: 3.837 -1.418 0.641
C: 2.691 -2.488 0.163
I: 2.807 -4.238 1.537
C: 1.143 -1.855 0.190
In: 0.906 -0.242 -1.380
C: -1.218 0.134 -2.064
C: -2.377 -0.681 -1.240
C: -2.803 0.032 0.199
C: -4.318 -0.526 0.625
N: -5.391 0.537 0.497
C: 1.765 1.797 -0.754
C: 0.902 2.283 0.556
O: 0.564 1.117 1.389
C: 1.678 3.366 1.524
F: 2.579 4.242 0.728
F: 2.513 2.707 2.555
F: 0.650 4.185 2.227
H: 4.539 -1.129 -0.280
H: 3.418 -0.400 1.060
H: 4.575 -1.869 1.457
H: 3.000 -2.850 -0.931
H: 0.931 -1.511 1.300
H: 0.439 -2.796 -0.018
H: 1.847 -0.702 -2.880
H: -1.310 -0.171 -3.215
H: -1.435 1.302 -2.045
H: -3.360 -0.637 -1.915
H: -2.161 -1.817 -1.064
H: -2.836 1.201 0.142
H: -2.028 -0.250 1.033
H: -4.589 -1.364 -0.177
H: -4.304 -1.081 1.665
H: -6.286 0.034 0.213
H: -5.586 0.851 1.477
H: 2.931 1.684 -0.539
H: 1.558 2.510 -1.688
H: -0.097 2.754 0.160
H: 1.413 0.597 1.574
Cd: 3.414 -3.309 -2.724

## Properties
HOMO in eV: -11.65
Kohn-Sham gap in eV: 3.16
Total charge: +1

Mulliken atomic charge list, values in e, 5 entries: C -0.451; C 0.632; I 0.158; C -0.902; In 1.010



Record 6
Here is CHCl3CrO8S2 as an isolated structure in a non-equilibrium geometry from the Open Molecules 2025 dataset. Energies are from the ωB97M-V functional and the def2-TZVPD basis.

Geometry (Å):
Cr: 0.431 -0.367 0.292
S: -1.464 0.515 1.771
O: -1.002 -0.371 2.824
O: -0.305 1.263 1.287
O: -1.587 -0.271 0.537
O: -2.585 1.387 2.073
S: 1.526 -2.441 1.546
O: 1.449 -1.068 2.029
O: 0.756 -2.287 0.320
O: 2.882 -2.863 1.408
O: 0.797 -3.076 2.625
C: -0.267 1.864 -3.427
Cl: 0.193 0.710 -2.152
Cl: 1.141 2.296 -4.358
Cl: -0.962 3.344 -2.718
H: -1.004 1.366 -4.057

## Properties
HOMO (alpha / beta) in eV: -1.18 / -1.45
Kohn-Sham gap (alpha / beta) in eV: 5.17 / 5.43
Expectation value of S²: 6.022
Total charge: -2
Spin multiplicity: 5

Mulliken atomic charge list, values in e, 5 entries: Cr 0.565; S 1.321; O -0.554; O -0.649; O -0.665